# 1
{"formula": "C4H12N2O2", "method": "ωB97M-V with the def2-TZVPD basis set", "e_tot_ev": -11413.0924, "fmax_ev_per_a": 3.18, "homo_ev": [-6.45, -6.48], "relative_energy_ev": 6.124, "lumo_energy_ha": [0.016, 0.016], "elements": ["C", "C", "C", "C", "N", "N", "O", "O", "H", "H", "H", "H", "H", "H", "H", "H", "H", "H", "H", "H"], "coordinates": [[0.531, -0.366, 0.088], [-0.379, 0.676, 0.169], [-1.516, -0.542, -1.229], [1.495, -0.541, -1.038], [1.505, 1.303, 1.358], [-1.319, 0.807, 1.183], [0.341, -1.414, 0.934], [-2.706, 0.144, -1.132], [0.934, -2.140, 0.715], [-2.839, 0.353, -0.189], [-0.236, 1.526, -0.476], [2.432, 1.385, 0.937], [1.646, 0.739, 2.198], [-1.283, 1.735, 1.585], [-1.196, 0.119, 1.917], [-1.106, -0.460, -2.231], [-1.544, -1.564, -0.838], [1.541, 0.359, -1.647], [2.490, -0.735, -0.634], [1.208, -1.386, -1.670]], "atomic_forces_ev_per_a": [[1.2, 0.3, 1.5], [-2.1, -1.4, -1.9], [0.5, 1.2, 0.9], [0.0, 0.0, 0.1], [0.2, -0.9, -0.3], [0.1, 0.0, 0.1], [-0.1, 0.6, -0.5], [-0.3, -0.2, -0.1], [0.1, 0.1, 0.0], [0.1, 0.0, -0.1], [0.1, 0.0, 0.1], [0.1, 0.0, 0.2], [0.2, 0.1, 0.1], [0.0, 0.0, 0.0], [0.0, 0.0, -0.1], [0.0, 0.0, 0.0], [0.0, 0.0, 0.0], [0.0, 0.0, 0.0], [-0.1, 0.0, 0.0], [-0.1, 0.0, 0.0]], "mulliken_charge": [0.2686, 0.3704, -0.5858, -1.5321, -0.8792, -0.5650, -0.4115, -0.5181, 0.3823, 0.3851, 0.3973, 0.1709, 0.1785, 0.2480, 0.2077, 0.3528, 0.3002, 0.3096, 0.4770, 0.4432]}

---

# 2
{"formula": "C4H12N2O2", "method": "ωB97M-V with the def2-TZVPD basis set", "spin_multiplicity": 2, "s2": 0.756, "e_tot_ev": -11407.8210, "fmax_ev_per_a": 1.74, "homo_ev": [-14.97, -14.97], "relative_energy_ev": 2.790, "total_charge": 1, "lumo_energy_ha": [-0.142, -0.295], "elements": ["O", "C", "C", "C", "N", "C", "N", "H", "H", "H", "H", "H", "H", "H", "H", "H", "H", "H", "H", "O"], "coordinates": [[2.538, 0.129, 0.671], [1.823, 0.985, 1.088], [0.301, 0.800, 1.058], [-0.067, -0.445, 2.046], [-0.060, 0.455, -0.266], [-1.402, 0.484, -0.791], [-1.884, -0.833, -1.176], [2.197, 1.913, 1.552], [-0.252, 1.581, 1.533], [-0.526, -1.275, 1.529], [0.807, -0.709, 2.636], [-0.806, -0.005, 2.715], [0.556, -0.289, -0.579], [-1.447, 1.115, -1.670], [-2.108, 0.807, -0.042], [-1.429, -1.193, -2.010], [-1.707, -1.507, -0.435], [0.939, -0.264, -3.317], [1.195, -0.827, -1.802], [1.330, -0.922, -2.739]], "atomic_forces_ev_per_a": [[0.0, -0.1, -0.4], [0.3, 0.1, 0.4], [-0.2, -1.4, 0.7], [0.0, 1.2, 0.2], [-0.1, -0.1, 1.3], [-1.2, -1.0, -0.8], [1.3, 0.0, 0.3], [0.0, 0.0, 0.0], [-0.3, 1.0, -0.7], [0.3, -0.2, -0.1], [0.0, -0.3, -0.2], [-0.1, -0.3, 0.1], [-0.1, 0.2, -0.2], [0.0, 0.4, -0.1], [0.2, 0.8, 0.4], [-0.2, 0.0, -0.2], [-0.4, 0.0, 0.0], [-0.1, 0.4, 0.5], [0.2, 0.4, -0.6], [0.4, -1.1, -0.6]], "mulliken_charge": [-0.3766, -0.2008, 0.2668, -0.9962, 0.1194, -0.6229, -0.4624, 0.3838, 0.4788, 0.2937, 0.3169, 0.3615, 0.2350, 0.4163, 0.3592, 0.3147, 0.2650, 0.3325, 0.1406, -0.6254]}

---

# 3
{"formula": "C4H12N2O2", "method": "ωB97M-V with the def2-TZVPD basis set", "spin_multiplicity": 2, "s2": 0.762, "e_tot_ev": -11406.8344, "fmax_ev_per_a": 5.63, "homo_ev": [-14.05, -14.01], "relative_energy_ev": 3.777, "total_charge": 1, "lumo_energy_ha": [-0.153, -0.337], "elements": ["N", "C", "C", "N", "C", "C", "O", "H", "H", "H", "H", "H", "H", "H", "H", "H", "H", "H", "H", "O"], "coordinates": [[-0.933, 2.557, 1.648], [-0.705, 1.095, 1.480], [-0.585, 0.565, -0.001], [-0.390, -0.804, -0.370], [0.369, -0.905, -1.627], [-1.769, -1.365, -0.513], [-0.635, 1.433, -0.838], [-0.538, 3.185, 0.909], [-1.945, 2.656, 1.457], [0.175, 0.800, 2.120], [-1.669, 0.752, 1.929], [-0.275, -0.884, -2.573], [1.018, -1.861, -1.539], [0.996, -0.001, -1.851], [-2.244, -1.230, 0.425], [-2.485, -1.010, -1.262], [-1.682, -2.446, -0.515], [3.338, -2.743, 0.295], [4.237, -1.791, -0.594], [3.943, -1.939, 0.366]], "atomic_forces_ev_per_a": [[-0.8, -0.1, -2.0], [-0.5, 0.2, 0.8], [0.3, 4.6, 3.3], [-2.0, 1.3, -4.0], [1.7, -0.7, -1.5], [0.3, -1.7, 1.8], [0.2, -2.2, -0.5], [0.2, -1.0, 0.9], [0.7, 0.4, 0.5], [-0.8, -0.2, -0.9], [1.1, -0.8, -0.2], [0.4, -0.8, 1.6], [-1.1, 1.5, -0.4], [-0.2, -1.0, 1.0], [-0.5, 0.5, 1.0], [1.0, 0.4, -0.5], [0.2, -0.3, -0.7], [1.4, 1.5, 0.2], [-0.5, -0.4, 2.1], [-0.9, -1.2, -2.4]], "mulliken_charge": [-0.6150, -0.5737, 0.5720, 0.3069, -0.7418, -0.9818, -0.3594, 0.2845, 0.2768, 0.3605, 0.2984, 0.3304, 0.2988, 0.3519, 0.4159, 0.3926, 0.3814, 0.3192, 0.3346, -0.6523]}

---

# 4
{"formula": "C4H12N2O2", "method": "ωB97M-V with the def2-TZVPD basis set", "smiles": "[NH3+]CC[C@@H]([NH3+])C(=O)O", "e_tot_ev": -11399.8954, "fmax_ev_per_a": 3.84, "homo_ev": -18.93, "relative_energy_ev": 1.728, "total_charge": 2, "lumo_energy_ha": -0.257, "elements": ["N", "C", "C", "C", "N", "C", "O", "O", "H", "H", "H", "H", "H", "H", "H", "H", "H", "H", "H", "H"], "coordinates": [[1.192, 2.430, -0.020], [0.710, 1.240, 0.964], [-0.525, 0.506, 0.280], [-0.299, -1.002, 0.225], [-1.591, -1.819, 0.517], [0.096, -1.473, -1.157], [-0.189, -2.562, -1.592], [0.986, -0.593, -1.713], [2.023, 2.866, 0.411], [1.386, 2.115, -0.998], [0.217, 2.980, -0.121], [1.673, 0.660, 1.227], [0.157, 1.692, 1.825], [-1.570, 0.842, 0.718], [-0.536, 0.762, -0.799], [0.544, -1.322, 0.900], [-2.402, -1.362, 0.850], [-1.943, -2.302, -0.291], [-1.517, -2.591, 1.231], [1.589, -1.067, -2.456]], "atomic_forces_ev_per_a": [[-3.7, -0.9, 0.5], [-0.5, 0.4, -0.7], [-0.3, 0.7, -0.4], [-1.0, -0.7, 0.7], [1.1, -1.6, 1.5], [1.9, -1.3, -1.4], [-0.1, 1.6, 0.5], [1.2, -2.0, -1.5], [-0.8, 0.6, -0.4], [0.2, -0.1, 1.0], [3.4, -0.4, 0.4], [-1.9, 0.7, -0.4], [1.7, 0.2, -0.3], [2.3, -0.7, -0.6], [-0.3, 0.5, 0.7], [-1.2, 0.0, -0.4], [-0.9, 1.8, 0.6], [0.3, -0.5, -1.3], [0.7, 0.7, -0.7], [-2.2, 1.3, 2.2]], "mulliken_charge": [-0.3953, -0.5484, -0.9254, 0.1562, -0.3423, 0.2526, -0.4883, -0.4482, 0.3708, 0.3258, 0.4374, 0.4346, 0.3376, 0.4912, 0.4131, 0.3496, 0.3695, 0.3820, 0.3898, 0.4377]}

---

Repeat the fourth record exactly.
{"formula": "C4H12N2O2", "method": "ωB97M-V with the def2-TZVPD basis set", "smiles": "[NH3+]CC[C@@H]([NH3+])C(=O)O", "e_tot_ev": -11399.8954, "fmax_ev_per_a": 3.84, "homo_ev": -18.93, "relative_energy_ev": 1.728, "total_charge": 2, "lumo_energy_ha": -0.257, "elements": ["N", "C", "C", "C", "N", "C", "O", "O", "H", "H", "H", "H", "H", "H", "H", "H", "H", "H", "H", "H"], "coordinates": [[1.192, 2.430, -0.020], [0.710, 1.240, 0.964], [-0.525, 0.506, 0.280], [-0.299, -1.002, 0.225], [-1.591, -1.819, 0.517], [0.096, -1.473, -1.157], [-0.189, -2.562, -1.592], [0.986, -0.593, -1.713], [2.023, 2.866, 0.411], [1.386, 2.115, -0.998], [0.217, 2.980, -0.121], [1.673, 0.660, 1.227], [0.157, 1.692, 1.825], [-1.570, 0.842, 0.718], [-0.536, 0.762, -0.799], [0.544, -1.322, 0.900], [-2.402, -1.362, 0.850], [-1.943, -2.302, -0.291], [-1.517, -2.591, 1.231], [1.589, -1.067, -2.456]], "atomic_forces_ev_per_a": [[-3.7, -0.9, 0.5], [-0.5, 0.4, -0.7], [-0.3, 0.7, -0.4], [-1.0, -0.7, 0.7], [1.1, -1.6, 1.5], [1.9, -1.3, -1.4], [-0.1, 1.6, 0.5], [1.2, -2.0, -1.5], [-0.8, 0.6, -0.4], [0.2, -0.1, 1.0], [3.4, -0.4, 0.4], [-1.9, 0.7, -0.4], [1.7, 0.2, -0.3], [2.3, -0.7, -0.6], [-0.3, 0.5, 0.7], [-1.2, 0.0, -0.4], [-0.9, 1.8, 0.6], [0.3, -0.5, -1.3], [0.7, 0.7, -0.7], [-2.2, 1.3, 2.2]], "mulliken_charge": [-0.3953, -0.5484, -0.9254, 0.1562, -0.3423, 0.2526, -0.4883, -0.4482, 0.3708, 0.3258, 0.4374, 0.4346, 0.3376, 0.4912, 0.4131, 0.3496, 0.3695, 0.3820, 0.3898, 0.4377]}